{
  "formula": "C21H32N4O5S",
  "method": "wB97M-V/def2-TZVPD",
  "lumo_energy_ev": 0.20,
  "smiles": "CCCCN(CCCC)C(=O)CN(C)S(=O)(=O)c1ccc2c(c1)n(C)c(=O)c(=O)n2C",
  "total_charge": 0,
  "multiplicity": 1,
  "de_lowest_kcal_mol": 7.3,
  "orbital_gap_ev": 8.7,
  "species": ["C", "C", "C", "C", "N", "C", "C", "C", "C", "C", "O", "C", "N", "C", "S", "O", "O", "C", "C", "C", "C", "C", "C", "N", "C", "C", "O", "C", "O", "N", "C", "H", "H", "H", "H", "H", "H", "H", "H", "H", "H", "H", "H", "H", "H", "H", "H", "H", "H", "H", "H", "H", "H", "H", "H", "H", "H", "H", "H", "H", "H", "H", "H"],
  "coordinates": [[1.149, 5.447, 0.279], [1.446, 4.018, -0.159], [0.603, 3.615, -1.366], [0.822, 2.156, -1.782], [0.434, 1.209, -0.758], [-0.994, 1.030, -0.524], [-1.507, 1.706, 0.749], [-3.002, 1.457, 0.932], [-3.527, 2.106, 2.206], [1.272, 0.486, 0.015], [0.842, -0.238, 0.899], [2.773, 0.567, -0.281], [3.545, -0.447, 0.387], [3.644, -0.419, 1.826], [3.557, -1.936, -0.358], [4.516, -2.748, 0.327], [3.735, -1.678, -1.760], [1.920, -2.614, -0.127], [1.569, -3.197, 1.074], [0.247, -3.521, 1.300], [-0.732, -3.246, 0.343], [-0.352, -2.692, -0.896], [0.988, -2.384, -1.114], [-1.314, -2.425, -1.856], [-0.918, -1.897, -3.147], [-2.654, -2.605, -1.634], [-3.488, -2.319, -2.467], [-3.066, -3.183, -0.300], [-4.237, -3.364, -0.047], [-2.071, -3.494, 0.592], [-2.481, -4.060, 1.862], [0.103, 5.552, 0.561], [1.762, 5.719, 1.134], [1.357, 6.145, -0.529], [2.505, 3.932, -0.414], [1.242, 3.335, 0.669], [0.859, 4.250, -2.217], [-0.453, 3.775, -1.143], [0.225, 1.951, -2.679], [1.870, 2.010, -2.038], [-1.533, 1.408, -1.395], [-1.182, -0.044, -0.432], [-0.960, 1.298, 1.600], [-1.320, 2.781, 0.707], [-3.188, 0.381, 0.968], [-3.545, 1.855, 0.071], [-3.007, 1.711, 3.076], [-3.376, 3.183, 2.178], [-4.590, 1.911, 2.323], [2.959, 0.403, -1.344], [3.157, 1.550, 0.010], [4.270, -1.261, 2.110], [4.129, 0.509, 2.132], [2.667, -0.499, 2.308], [2.328, -3.381, 1.816], [-0.028, -3.962, 2.243], [1.334, -1.941, -2.032], [-0.456, -0.915, -3.036], [-1.824, -1.806, -3.744], [-0.222, -2.577, -3.638], [-3.566, -4.156, 1.833], [-2.200, -3.401, 2.684], [-2.035, -5.044, 2.004]],
  "forces_ev_per_a": [[0.139, -0.222, 0.022], [-0.246, 0.167, -0.157], [0.299, -0.283, 0.131], [-0.004, 0.357, -0.167], [-0.215, -0.053, -0.162], [-0.069, -0.005, 0.424], [-0.206, -0.233, -0.210], [0.223, 0.199, 0.154], [-0.040, -0.149, -0.219], [-0.005, 0.079, 0.061], [0.022, 0.119, 0.200], [-0.052, 0.008, -0.243], [-0.048, -0.750, -0.497], [-0.007, -0.175, 0.511], [0.149, 0.043, -0.087], [-0.238, -0.012, 0.313], [-0.321, 0.061, 0.011], [0.626, 0.084, -0.046], [0.118, -0.021, -0.066], [-0.081, 0.079, -0.142], [0.601, 0.209, -0.266], [0.487, -0.169, 0.571], [-0.264, -0.111, -0.115], [-0.230, -0.039, -0.106], [-0.170, 0.060, -0.283], [-0.116, 0.326, -0.748], [-0.003, -0.156, 0.379], [-0.601, -0.248, 0.498], [0.257, 0.150, -0.309], [-0.184, -0.042, -0.031], [-0.292, -0.107, 0.173], [-0.119, 0.051, 0.037], [0.019, 0.113, 0.083], [0.000, 0.123, -0.058], [0.066, -0.085, 0.024], [0.061, -0.057, 0.033], [-0.064, 0.052, -0.054], [-0.095, 0.047, -0.046], [0.144, -0.048, 0.025], [-0.031, -0.017, -0.052], [0.034, -0.016, -0.048], [-0.050, 0.059, -0.084], [0.039, 0.055, 0.010], [0.053, 0.095, 0.008], [-0.035, -0.067, -0.070], [-0.048, -0.070, -0.067], [0.035, -0.010, 0.134], [0.001, 0.121, 0.046], [-0.107, 0.034, 0.097], [-0.098, 0.368, 0.026], [-0.003, -0.046, -0.097], [0.070, 0.122, 0.226], [0.031, -0.016, -0.021], [0.084, 0.028, 0.001], [0.045, -0.065, 0.169], [-0.062, -0.053, 0.081], [-0.092, 0.059, -0.184], [0.052, 0.026, 0.013], [0.201, 0.014, 0.053], [0.051, 0.022, 0.026], [0.201, -0.008, 0.063], [0.043, -0.022, 0.010], [0.044, 0.024, 0.024]]
}

{
  "formula": "C21H32N4O6S",
  "method": "wB97M-V/def2-TZVPD",
  "lumo_energy_ev": 0.61,
  "smiles": "Cc1cc(C)c(S(=O)(=O)N2CCO[C@H]2CNC(=O)C(=O)NCCN2CCOCC2)c(C)c1",
  "total_charge": 0,
  "multiplicity": 1,
  "de_lowest_kcal_mol": 21.9,
  "orbital_gap_ev": 9.5,
  "species": ["C", "C", "C", "C", "C", "C", "S", "O", "O", "N", "C", "C", "O", "C", "C", "N", "C", "O", "C", "O", "N", "C", "C", "N", "C", "C", "O", "C", "C", "C", "C", "C", "H", "H", "H", "H", "H", "H", "H", "H", "H", "H", "H", "H", "H", "H", "H", "H", "H", "H", "H", "H", "H", "H", "H", "H", "H", "H", "H", "H", "H", "H", "H", "H"],
  "coordinates": [[1.363, 3.275, -2.641], [0.674, 1.946, -2.629], [-0.706, 1.868, -2.580], [-1.383, 0.653, -2.637], [-2.875, 0.720, -2.518], [-0.636, -0.518, -2.759], [-1.378, -2.136, -3.038], [-2.815, -2.081, -3.082], [-0.740, -2.758, -4.163], [-0.908, -2.989, -1.636], [-0.440, -4.349, -1.834], [-1.676, -5.176, -1.473], [-2.326, -4.407, -0.477], [-1.910, -3.061, -0.600], [-1.336, -2.587, 0.749], [-1.027, -1.186, 0.725], [0.206, -0.700, 0.545], [1.235, -1.350, 0.489], [0.210, 0.829, 0.531], [-0.831, 1.467, 0.518], [1.448, 1.330, 0.536], [1.735, 2.695, 0.889], [2.162, 2.784, 2.365], [1.272, 2.002, 3.196], [-0.016, 2.631, 3.434], [-0.922, 1.633, 4.154], [-0.358, 1.199, 5.370], [0.903, 0.619, 5.146], [1.855, 1.601, 4.463], [0.762, -0.474, -2.752], [1.609, -1.703, -2.770], [1.392, 0.761, -2.688], [2.415, 3.174, -2.390], [1.293, 3.714, -3.637], [0.890, 3.961, -1.942], [-1.287, 2.774, -2.494], [-3.263, 1.497, -3.174], [-3.352, -0.220, -2.761], [-3.126, 0.998, -1.494], [-0.118, -4.475, -2.865], [0.389, -4.546, -1.149], [-1.447, -6.156, -1.052], [-2.333, -5.286, -2.346], [-2.761, -2.425, -0.881], [-2.068, -2.804, 1.530], [-0.408, -3.124, 0.953], [-1.776, -0.505, 0.677], [2.185, 0.640, 0.620], [0.821, 3.264, 0.711], [2.532, 3.086, 0.253], [2.208, 3.845, 2.664], [3.165, 2.359, 2.464], [-0.477, 2.889, 2.481], [0.090, 3.543, 4.047], [-1.879, 2.093, 4.406], [-1.092, 0.772, 3.491], [1.285, 0.325, 6.125], [0.797, -0.272, 4.508], [2.812, 1.108, 4.279], [2.022, 2.467, 5.129], [1.247, -2.415, -3.504], [1.579, -2.170, -1.787], [2.641, -1.445, -2.996], [2.472, 0.795, -2.694]],
  "forces_ev_per_a": [[-0.038, -0.053, -0.034], [-0.188, -0.080, -0.033], [0.217, -0.194, -0.079], [-0.203, 0.157, -0.065], [-0.221, -0.060, -0.035], [-0.302, -0.389, -0.098], [-0.091, -0.228, 0.212], [0.148, 0.099, 0.148], [0.126, 0.040, 0.114], [-0.249, 0.663, -0.915], [0.146, -0.565, -0.066], [0.140, -0.083, -0.346], [0.043, 0.146, 0.174], [-0.403, 0.738, 0.795], [-0.009, -0.518, -0.257], [-0.450, 0.156, -0.188], [-0.038, -0.192, 0.203], [0.119, -0.037, -0.019], [0.245, 0.192, -0.124], [-0.151, 0.080, 0.133], [0.308, -0.183, -0.145], [-0.087, 0.137, 0.213], [-0.178, -0.111, -0.130], [0.128, 0.133, 0.106], [-0.233, -0.177, 0.125], [-0.088, 0.284, -0.278], [-0.056, 0.063, 0.161], [0.409, 0.026, 0.016], [-0.211, -0.232, 0.153], [0.431, 0.103, -0.024], [0.246, -0.147, -0.023], [-0.213, -0.133, -0.097], [0.100, 0.046, 0.029], [0.042, 0.083, -0.034], [0.001, 0.106, 0.064], [-0.111, 0.110, 0.031], [-0.034, 0.069, -0.005], [-0.126, 0.228, 0.046], [-0.053, 0.041, 0.087], [0.098, -0.142, 0.102], [-0.024, 0.007, -0.078], [0.016, 0.044, -0.087], [0.078, -0.046, 0.080], [0.121, -0.166, 0.149], [0.095, 0.010, -0.002], [-0.126, -0.039, 0.054], [0.166, 0.031, 0.073], [-0.167, -0.024, -0.034], [0.114, 0.047, -0.048], [-0.102, 0.064, -0.002], [0.066, -0.056, -0.006], [0.007, 0.062, 0.019], [-0.036, 0.043, 0.011], [-0.006, -0.025, -0.032], [0.025, -0.031, -0.083], [-0.031, 0.064, 0.026], [0.024, -0.031, -0.084], [0.041, 0.038, 0.063], [0.011, 0.015, 0.029], [0.035, -0.055, -0.014], [0.228, -0.041, -0.021], [0.059, -0.064, 0.061], [0.052, 0.015, 0.002], [0.136, -0.040, 0.006]]
}

{
  "formula": "C21H32NO4",
  "method": "wB97M-V/def2-TZVPD",
  "lumo_energy_ev": 1.63,
  "total_charge": -1,
  "multiplicity": 1,
  "orbital_gap_ev": 6.6,
  "species": ["O", "C", "O", "C", "C", "C", "C", "C", "C", "C", "O", "N", "C", "O", "H", "H", "H", "H", "C", "C", "C", "C", "C", "C", "H", "H", "H", "H", "H", "H", "H", "H", "H", "H", "H", "H", "H", "H", "C", "C", "C", "C", "C", "C", "H", "H", "H", "H", "H", "H", "H", "H", "H", "H", "H", "H", "H", "H"],
  "coordinates": [[2.179, 0.507, -0.756], [1.823, 1.528, -1.487], [2.749, 2.171, -2.275], [0.278, 1.969, -1.375], [-0.128, 3.301, -0.628], [-1.640, 3.700, -0.502], [-2.661, 2.746, -1.167], [-2.259, 1.451, -1.937], [-0.778, 1.014, -2.044], [-3.606, 0.811, -2.481], [-3.752, -0.113, -3.315], [-4.786, 1.520, -1.881], [-4.242, 2.787, -1.286], [-5.021, 3.716, -0.957], [0.667, 4.002, -0.174], [-2.022, 4.625, 0.037], [-0.509, 0.055, -2.590], [-5.026, 0.947, -1.050], [2.953, 2.481, 1.956], [4.189, 1.600, 1.897], [4.841, 1.380, 3.263], [5.373, 2.644, 3.946], [6.403, 3.438, 3.140], [7.678, 2.658, 2.855], [3.192, 3.490, 2.303], [2.508, 2.569, 0.962], [2.200, 2.054, 2.625], [4.910, 2.023, 1.191], [3.899, 0.625, 1.491], [5.657, 0.657, 3.150], [4.113, 0.907, 3.933], [5.820, 2.356, 4.905], [4.535, 3.305, 4.192], [6.666, 4.339, 3.707], [5.966, 3.786, 2.198], [8.155, 2.337, 3.786], [8.390, 3.285, 2.311], [7.483, 1.773, 2.244], [-5.397, -2.387, -1.834], [-4.187, -2.759, -0.988], [-3.047, -3.373, -1.802], [-3.379, -4.696, -2.498], [-3.856, -5.819, -1.576], [-2.813, -6.242, -0.551], [-5.848, -3.265, -2.304], [-6.163, -1.917, -1.209], [-5.121, -1.679, -2.617], [-4.494, -3.436, -0.184], [-3.813, -1.852, -0.499], [-2.183, -3.516, -1.143], [-2.726, -2.653, -2.563], [-2.487, -5.035, -3.038], [-4.143, -4.522, -3.264], [-4.109, -6.689, -2.193], [-4.779, -5.529, -1.064], [-1.896, -6.578, -1.043], [-3.193, -7.071, 0.054], [-2.561, -5.425, 0.130]],
  "forces_ev_per_a": [[-2.287, 3.036, -1.907], [5.115, -0.667, -0.649], [-5.256, -1.850, 3.115], [-2.231, 0.653, -0.301], [-3.077, -1.855, -1.382], [1.041, -3.525, -2.135], [1.774, -1.508, -0.915], [1.804, 2.089, 1.539], [-1.746, 3.546, 1.800], [0.591, -1.416, -1.402], [0.753, 3.225, 3.008], [2.701, 0.329, 0.651], [-0.727, 2.346, 1.046], [2.817, -3.254, -0.961], [-1.346, -1.508, -0.919], [0.758, -1.398, -0.825], [-0.146, 1.581, 0.931], [-0.404, 0.263, -0.724], [-0.061, 0.170, -0.199], [-0.048, -0.221, 0.100], [0.114, 0.005, -0.072], [-0.110, 0.009, 0.036], [-0.033, 0.029, 0.143], [0.097, 0.072, -0.171], [-0.024, -0.002, 0.056], [0.047, -0.079, 0.111], [0.019, 0.034, 0.000], [-0.024, -0.044, 0.011], [0.039, 0.155, -0.080], [-0.015, 0.033, 0.039], [0.017, 0.023, -0.026], [0.025, 0.045, -0.027], [0.019, -0.042, -0.028], [-0.049, -0.020, -0.050], [-0.024, -0.056, 0.054], [-0.025, -0.039, -0.034], [0.002, -0.106, 0.039], [0.021, 0.044, 0.059], [-0.162, -0.003, 0.056], [0.028, 0.080, -0.119], [0.166, -0.018, 0.076], [-0.117, 0.065, -0.052], [0.069, -0.031, -0.155], [-0.101, -0.095, 0.169], [-0.009, 0.028, 0.029], [-0.036, -0.040, -0.077], [-0.067, -0.145, 0.053], [0.061, -0.002, 0.013], [0.046, -0.086, 0.015], [-0.033, -0.005, -0.052], [-0.063, -0.016, 0.066], [-0.048, 0.000, 0.043], [0.039, 0.013, 0.029], [-0.040, 0.068, 0.033], [0.027, 0.031, -0.038], [-0.012, 0.064, 0.043], [0.099, 0.051, -0.005], [0.031, -0.055, -0.057]]
}

{
  "formula": "C21H32PtS5",
  "method": "wB97M-V/def2-TZVPD",
  "lumo_energy_ev": [-9.53, -9.53],
  "total_charge": 2,
  "multiplicity": 1,
  "orbital_gap_ev": [4.3, 4.3],
  "species": ["Pt", "C", "C", "C", "C", "C", "C", "C", "C", "C", "C", "C", "C", "C", "C", "C", "C", "C", "H", "H", "H", "H", "H", "H", "H", "H", "H", "H", "H", "H", "H", "H", "H", "H", "H", "H", "H", "H", "H", "H", "H", "H", "H", "H", "H", "H", "H", "C", "S", "C", "C", "S", "S", "C", "S", "S", "H", "H", "H"],
  "coordinates": [[-1.049, -0.348, 0.261], [0.312, 0.240, 1.782], [1.122, -0.499, 0.863], [1.433, 0.476, -0.323], [0.695, 1.601, -0.082], [-0.036, 1.480, 1.180], [-0.826, 2.575, 1.837], [0.012, 3.048, 3.041], [-2.175, 2.034, 2.331], [-1.056, 3.747, 0.884], [2.357, 0.321, -1.511], [1.788, -0.695, -2.510], [3.770, -0.054, -1.048], [2.463, 1.662, -2.249], [1.636, -1.861, 1.299], [2.861, -1.541, 2.197], [2.047, -2.823, 0.191], [0.598, -2.574, 2.186], [0.121, -0.013, 2.813], [0.619, 2.458, -0.726], [0.157, 2.252, 3.769], [-0.514, 3.866, 3.535], [0.988, 3.420, 2.729], [-2.060, 1.166, 2.985], [-2.829, 1.766, 1.494], [-2.679, 2.814, 2.902], [-0.122, 4.234, 0.607], [-1.680, 4.495, 1.371], [-1.569, 3.431, -0.026], [1.686, -1.694, -2.107], [2.446, -0.752, -3.377], [0.810, -0.360, -2.864], [3.818, -0.988, -0.497], [4.189, 0.733, -0.422], [4.410, -0.156, -1.924], [1.518, 1.956, -2.709], [3.195, 1.561, -3.049], [2.802, 2.464, -1.595], [3.695, -1.127, 1.638], [3.194, -2.473, 2.656], [2.596, -0.848, 2.994], [2.831, -2.445, -0.456], [1.187, -3.106, -0.420], [2.426, -3.732, 0.658], [0.577, -2.179, 3.200], [0.867, -3.627, 2.255], [-0.414, -2.516, 1.769], [-3.006, -1.700, -4.557], [-4.672, -1.817, -3.892], [-4.643, -1.505, -2.250], [-3.505, -1.235, -1.351], [-1.918, -1.063, -1.739], [-3.878, -1.069, 0.317], [-5.644, -1.234, 0.189], [-6.677, -1.140, 1.396], [-6.164, -1.539, -1.487], [-3.104, -2.139, -5.549], [-2.303, -2.285, -3.971], [-2.701, -0.660, -4.640]],
  "forces_ev_per_a": [[0.654, 0.107, -1.133], [0.556, 0.083, 0.391], [-1.070, -0.113, -0.144], [-0.072, 0.160, 0.497], [0.171, -0.154, 0.358], [0.070, 0.092, -0.279], [-0.026, 0.020, -0.038], [-0.019, 0.002, 0.033], [-0.014, -0.049, 0.030], [-0.093, -0.013, 0.006], [-0.199, 0.086, 0.014], [-0.034, -0.019, -0.076], [0.091, -0.040, 0.038], [0.042, -0.004, -0.068], [0.434, 0.298, 0.154], [0.004, -0.181, -0.066], [-0.145, -0.077, -0.107], [-0.160, -0.013, -0.079], [-0.039, -0.132, -0.069], [0.043, 0.017, -0.013], [0.000, -0.013, 0.030], [-0.008, 0.013, -0.002], [0.037, -0.007, -0.030], [0.009, 0.027, -0.022], [0.051, 0.001, 0.017], [-0.029, 0.000, -0.002], [0.054, 0.008, -0.012], [-0.003, 0.008, 0.015], [-0.024, -0.009, -0.030], [-0.018, -0.153, 0.108], [0.040, 0.006, -0.010], [-0.016, 0.026, -0.016], [0.033, 0.137, -0.046], [0.011, 0.032, 0.028], [0.019, 0.005, -0.024], [-0.033, 0.003, 0.010], [0.000, -0.005, -0.024], [0.025, 0.026, 0.043], [0.050, 0.059, -0.046], [0.036, 0.003, 0.008], [-0.001, 0.018, 0.039], [-0.095, -0.069, 0.011], [-0.011, -0.014, -0.026], [0.000, -0.009, -0.011], [-0.039, 0.061, 0.014], [0.036, -0.002, 0.073], [0.152, -0.057, 0.022], [0.012, -0.156, -0.041], [0.006, 0.009, -0.082], [0.209, 0.104, 0.230], [-0.308, -0.031, -0.031], [0.211, -0.073, 0.412], [-0.708, 0.088, 0.015], [0.098, -0.124, 0.018], [0.080, 0.013, -0.130], [-0.002, -0.025, 0.141], [-0.040, 0.040, -0.033], [-0.050, -0.019, -0.111], [0.023, 0.009, 0.047]]
}

In Ha, the E values for the records above are, in order, -1812.86971 -1888.08104 -1175.01952 -2928.97125.
In hartree/bohr, the max |F| values for the records above are, in order, 0.0175 0.0225 0.1241 0.0255.